{
  "formula": "C32H37N2",
  "method": "ωB97M-V/def2-TZVPD",
  "symbols": ["C", "N", "C", "C", "C", "C", "C", "C", "C", "C", "C", "C", "C", "H", "H", "H", "H", "H", "H", "H", "H", "H", "H", "H", "H", "H", "H", "H", "C", "C", "C", "C", "C", "N", "C", "C", "C", "C", "C", "C", "C", "C", "C", "C", "C", "C", "C", "C", "C", "H", "H", "H", "H", "H", "H", "H", "H", "H", "H", "H", "H", "H", "H", "H", "H", "H", "H", "H", "H", "H", "H"],
  "positions_angstrom": [[-1.51791, 5.77012, -2.01944], [-1.39514, 4.32602, -2.11079], [-2.47410, 3.54005, -2.12285], [-2.54113, 2.16809, -2.15587], [-3.91957, 1.68662, -2.42163], [-4.75057, 3.01558, -2.51531], [-3.83000, 4.19812, -2.17993], [-0.09604, 3.75380, -2.16147], [0.52964, 3.37235, -0.97365], [1.77871, 2.76182, -1.01086], [2.41307, 2.54661, -2.24434], [1.78423, 2.93840, -3.43473], [0.53400, 3.54569, -3.39122], [-0.51417, 6.19555, -1.96746], [-2.03074, 6.17086, -2.90188], [-2.08211, 6.07496, -1.12768], [-1.69089, 1.49679, -2.08002], [-4.00828, 1.13633, -3.36845], [-4.31386, 1.04557, -1.62346], [-5.08981, 3.12805, -3.54933], [-5.60698, 2.98500, -1.83630], [-4.08956, 4.65894, -1.21722], [-3.91310, 5.00077, -2.92617], [-0.00481, 3.52863, -0.02930], [2.25595, 2.45958, -0.08149], [3.40484, 2.08806, -2.27695], [2.26773, 2.76755, -4.39226], [0.00111, 3.83355, -4.30442], [1.34380, -0.33843, 4.47364], [-0.07261, -0.33163, 3.91295], [-1.07699, -0.29561, 5.06476], [-0.33844, 0.86947, 3.01132], [-0.23303, -1.60090, 3.10881], [-1.10113, -2.55120, 3.47611], [-1.09775, -3.61456, 2.57688], [-0.15119, -3.33030, 1.57850], [-0.03401, -4.24292, 0.52714], [-0.77431, -5.43717, 0.56185], [-1.72034, -5.67928, 1.56880], [-1.89797, -4.74403, 2.59996], [0.42694, -2.01314, 1.90499], [1.37264, -1.29466, 1.18094], [2.25723, -1.84608, 0.18791], [2.87536, -3.11968, 0.32317], [3.63944, -3.66276, -0.70228], [3.78996, -2.97525, -1.91270], [4.51126, -3.61444, -3.06011], [3.28752, -1.67041, -2.02433], [2.57595, -1.09977, -0.98108], [2.09438, -0.40257, 3.67800], [1.53546, 0.56922, 5.05946], [1.46864, -1.20387, 5.13891], [-2.11167, -0.30935, 4.70421], [-0.93572, -1.12532, 5.76493], [-0.93961, 0.63291, 5.63129], [-1.35430, 0.79955, 2.59865], [-0.26202, 1.80533, 3.58193], [0.35898, 0.94104, 2.17439], [-1.68810, -2.52926, 4.30423], [0.63087, -4.01297, -0.29914], [-0.60921, -6.18957, -0.20885], [-2.31856, -6.58833, 1.53898], [-2.62115, -4.87226, 3.40578], [1.52740, -0.24656, 1.41326], [2.72652, -3.67606, 1.25162], [4.10822, -4.64449, -0.58383], [4.60654, -2.90011, -3.88077], [5.51507, -3.96018, -2.78625], [3.95445, -4.48285, -3.43035], [3.46280, -1.11447, -2.94956], [2.16816, -0.09053, -1.05966]],
  "mulliken_charge": [-1.063, 0.457, 0.623, -0.812, -0.622, -0.680, -0.606, -1.142, 0.294, -0.699, -0.429, -0.819, 0.082, 0.374, 0.328, 0.337, 0.518, 0.280, 0.255, 0.266, 0.306, 0.253, 0.262, 0.398, 0.491, 0.555, 0.396, 0.413, -1.497, 2.107, -2.146, -1.368, -1.131, 0.111, -0.192, 0.333, -0.247, -0.849, -0.566, -0.777, 2.241, -0.307, -0.249, -0.689, -0.534, 1.159, -1.482, -0.758, -0.640, 0.293, 0.442, 0.390, 0.438, 0.457, 0.417, 0.396, 0.467, 0.130, 0.283, 0.511, 0.414, 0.398, 0.404, 0.356, 0.495, 0.420, 0.348, 0.363, 0.325, 0.355, 0.366],
  "energy_ev": -36758.350,
  "charge": 1,
  "lumo_ev": -4.659
}